No. 1
DFT (the ωB97M-V functional and the def2-TZVPD basis) results for a structure of composition I2Y.

Properties
Relative energy (zero: lowest compared OMol25 entry of this formula, charge and spin), kJ/mol: 361.4
2S+1: 1
Net charge: +1
Frontier orbital gap, eV: 8.47

Geometry (Å):
I  -0.3477  -1.4796  1.3464
I  0.8053  0.9731  -1.5912
Y  -0.4576  0.5065  0.2448

From a Löwdin analysis of the wavefunction, the atomic charges in e read: 0.54 0.54 -0.08


No. 2
DFT (the ωB97M-V functional and the def2-TZVPD basis) results for a cluster of 2 separate species, I3PS in total.

Properties
⟨S²⟩: 2.009
2S+1: 3
Net charge: 0
Frontier orbital gap (alpha / beta), eV: 7.43 / 6.25

Geometry (Å):
I  -1.4966  2.0639  0.7584
I  -1.4954  -1.9875  -2.0273
I  2.1459  1.3283  1.3946
S  0.7897  -1.7424  -1.6866
P  0.0564  0.3377  1.5609

From a Löwdin analysis of the wavefunction, the atomic charges in e read: 0.13 0.28 0.22 -0.28 -0.35


No. 3
DFT (the ωB97M-V functional and the def2-TZVPD basis) results for a structure of composition IMnPt.

Properties
Relative energy (zero: lowest compared OMol25 entry of this formula, charge and spin), kJ/mol: 0.0
⟨S²⟩: 15.760
2S+1: 8
Net charge: +3
Frontier orbital gap (alpha / beta), eV: 8.89 / 6.62

Geometry (Å):
Pt  8.5304  5.7897  -14.4302
I  7.7933  7.9519  -15.7547
Mn  7.3798  10.3557  -14.4567

From a Löwdin analysis of the wavefunction, the atomic charges in e read: 0.97 0.68 1.35


No. 4
DFT (the ωB97M-V functional and the def2-TZVPD basis) results for a structure of composition IO6V3.

Properties
Relative energy (zero: lowest compared OMol25 entry of this formula, charge and spin), kJ/mol: 121.7
2S+1: 1
Net charge: +2
Frontier orbital gap, eV: 5.15

Geometry (Å):
I  1.0663  1.3522  1.8723
V  1.7406  4.1989  -1.0880
V  0.6768  -0.5456  -0.0365
V  -2.7995  -3.7070  1.0332
O  0.7140  4.5685  0.0125
O  1.8026  -0.4157  -1.0830
O  -0.4489  -1.5895  -0.4655
O  -2.5052  -3.6627  -0.5133
O  -1.7143  -2.9217  1.7696
O  1.4676  2.7226  -1.5014

Löwdin atomic charge list, values in e, 5 entries: 0.26 1.27 0.64 1.32 -0.20


No. 5
DFT (the ωB97M-V functional and the def2-TZVPD basis) results for a structure of composition IOV.

Properties
Relative energy (zero: lowest compared OMol25 entry of this formula, charge and spin), kJ/mol: 180.6
⟨S²⟩: 0.786
2S+1: 2
Net charge: +1
Frontier orbital gap (alpha / beta), eV: 8.42 / 9.05

Geometry (Å):
I  0.8967  1.7038  0.1715
V  -0.0592  -0.1522  -0.0967
O  -0.8375  -1.5517  -0.0748

From a Löwdin analysis of the wavefunction, the atomic charges in e read: 0.74 0.57 -0.31


No. 6
DFT (the ωB97M-V functional and the def2-TZVPD basis) results for a structure of composition ISn.

Properties
2S+1: 1
Net charge: +1
Frontier orbital gap, eV: 7.08

Geometry (Å):
I  1.1900  -0.7048  -0.5454
Sn  -1.1900  0.7048  0.5454

From a Löwdin analysis of the wavefunction, the atomic charges in e read: 0.07 0.93